Below is C39H60Cl2GeO9Se2V as an isolated structure, with properties calculated with ωB97M-V/def2-TZVPD.

The geometry in XYZ format:
```
114
Properties=species:S:1:pos:R:3:mulliken_spin:R:1
V -0.261 -0.044 -0.523 2.76
O 2.924 2.332 0.389 0.02
C 1.717 1.692 0.356 0.07
O 1.382 0.993 -0.602 -0.11
C 0.840 1.887 1.555 0.06
O -0.509 1.894 1.158 0.00
C -0.874 3.031 0.394 0.00
C -1.195 2.717 -1.108 0.01
O -1.449 3.712 -1.795 0.01
O -1.213 1.527 -1.471 -0.03
H 3.453 2.003 -0.353 0.00
H 1.120 2.804 2.094 0.01
H 0.938 1.019 2.224 0.03
H -0.088 3.796 0.420 0.00
H -1.783 3.465 0.839 0.00
C 3.278 -6.086 -3.790 0.00
C 3.945 -4.835 -3.198 0.00
C 4.961 -4.277 -4.207 0.00
C 4.705 -5.249 -1.937 0.00
C 2.877 -3.794 -2.896 0.01
C 2.596 -3.334 -1.615 -0.01
C 1.618 -2.385 -1.426 0.03
Se 1.123 -1.843 0.375 0.02
C -0.334 -3.090 0.473 0.00
C -0.130 -4.368 0.934 0.01
C -1.162 -5.298 0.885 0.00
C -2.332 -4.899 0.243 0.00
C -2.560 -3.626 -0.263 -0.01
C -1.568 -2.626 -0.050 0.02
O -1.708 -1.360 -0.269 0.01
C -3.864 -3.343 -1.009 0.00
C -4.956 -2.997 0.010 0.00
C -3.709 -2.195 -2.008 0.00
C -4.313 -4.571 -1.824 0.00
C -0.939 -6.693 1.458 0.00
C -0.449 -6.583 2.908 0.00
C -2.208 -7.553 1.457 0.00
C 0.125 -7.408 0.614 0.00
C 0.857 -1.813 -2.484 0.03
O 0.024 -0.876 -2.244 0.01
C 1.091 -2.353 -3.787 0.00
C 2.091 -3.296 -3.935 0.00
C 0.281 -1.972 -5.027 0.00
C -0.870 -1.003 -4.751 0.01
C 1.198 -1.313 -6.070 0.00
C -0.336 -3.252 -5.623 0.00
H 4.023 -6.848 -4.021 0.00
H 2.739 -5.845 -4.702 0.00
H 2.566 -6.497 -3.077 0.00
H 5.727 -5.024 -4.420 0.00
H 5.444 -3.389 -3.805 0.00
H 4.481 -4.004 -5.143 0.00
H 5.469 -5.986 -2.181 0.00
H 4.026 -5.690 -1.212 0.00
H 5.189 -4.389 -1.483 0.00
H 3.123 -3.694 -0.740 0.00
H 0.844 -4.617 1.342 0.00
H -3.112 -5.633 0.120 0.00
H -4.691 -2.076 0.528 0.00
H -5.062 -3.794 0.744 0.00
H -5.913 -2.850 -0.492 0.00
H -3.459 -1.267 -1.501 0.00
H -4.632 -2.053 -2.571 0.00
H -2.904 -2.427 -2.705 0.00
H -4.652 -5.387 -1.189 0.00
H -3.492 -4.930 -2.445 0.00
H -5.138 -4.291 -2.478 0.00
H -1.175 -6.044 3.513 0.00
H 0.492 -6.045 2.969 0.00
H -0.304 -7.576 3.334 0.00
H -3.007 -7.064 2.011 0.00
H -1.999 -8.512 1.931 0.00
H -2.549 -7.744 0.442 0.00
H 1.063 -6.862 0.638 0.00
H -0.203 -7.465 -0.423 0.00
H 0.301 -8.420 0.982 0.00
H 2.276 -3.676 -4.931 0.00
H -0.512 -0.062 -4.344 0.00
H -1.561 -1.422 -4.027 0.00
H -1.414 -0.802 -5.677 0.00
H 1.606 -0.387 -5.670 0.00
H 0.629 -1.077 -6.970 0.00
H 2.032 -1.955 -6.349 0.00
H -0.901 -3.774 -4.854 0.00
H 0.421 -3.933 -6.005 0.00
H -1.013 -3.007 -6.441 0.00
Cl 3.467 1.168 4.133 0.00
C 3.179 -0.464 3.519 0.00
Cl 3.569 -0.509 1.790 0.00
C 1.648 -0.913 3.861 0.00
O 1.479 -1.083 5.057 0.00
O 0.902 -1.015 2.891 0.01
H 3.875 -1.121 4.046 0.00
C -7.015 3.271 0.557 0.00
Ge -5.148 2.801 -0.042 0.00
C -5.272 1.574 -1.584 0.00
C -4.287 4.498 -0.605 0.00
C -4.253 1.892 1.485 0.00
Se -3.143 0.400 0.763 0.03
C -2.418 -0.124 2.484 0.02
H -7.577 3.733 -0.249 0.00
H -6.997 3.964 1.393 0.00
H -7.545 2.379 0.872 0.00
H -5.804 2.025 -2.419 0.00
H -5.764 0.648 -1.303 0.00
H -4.261 1.331 -1.900 0.00
H -4.877 4.963 -1.392 0.00
H -3.300 4.296 -1.015 0.00
H -4.187 5.208 0.213 0.00
H -4.985 1.479 2.182 0.00
H -3.597 2.565 2.035 0.00
H -3.240 -0.383 3.154 0.00
H -1.838 0.704 2.888 0.00
H -1.768 -0.981 2.324 0.01
```

The value obtained for the highest occupied orbital energy (alpha / beta) is -1.10 / -2.15 eV. Its total charge is -2. Its spin multiplicity is 4.

Below is a 5-piece molecular cluster, C39H60F10O20 overall, with properties calculated with ωB97M-V/def2-TZVPD.

The geometry in XYZ format:
```
129
Properties=species:S:1:pos:R:3:lowdin_charge:R:1
C 5.012 3.952 6.030 -0.06
C 3.797 4.890 6.019 -0.27
O 2.574 4.196 5.946 -0.14
C 2.122 3.995 4.624 -0.18
C 1.294 2.719 4.555 -0.17
O -0.100 2.934 4.562 -0.10
C -0.585 3.345 3.309 -0.14
C -0.740 2.183 2.312 -0.26
C -2.199 1.706 2.249 -0.12
O -2.929 2.452 1.304 -0.10
C -3.525 1.641 0.308 -0.24
O -3.986 2.419 -0.738 -0.07
C -4.429 3.710 -0.360 -0.17
C -5.561 3.706 0.667 -0.22
O -5.291 4.581 1.747 -0.06
O -0.278 2.654 1.072 -0.07
C 0.169 1.643 0.194 -0.27
C 0.503 2.347 -1.123 -0.07
C 1.215 3.681 -0.871 -0.06
C 2.390 3.875 -1.789 -0.44
F 3.313 2.886 -1.660 0.12
F 1.968 3.848 -3.094 0.12
C 3.089 5.236 -1.618 -0.34
F 4.164 5.298 -2.450 0.15
F 2.210 6.216 -1.965 0.15
C 3.601 5.582 -0.182 -0.32
F 2.565 5.902 0.638 0.15
F 4.388 6.687 -0.318 0.15
C 4.485 4.517 0.522 -0.49
F 5.037 5.101 1.618 0.16
F 3.748 3.468 0.939 0.16
F 5.473 4.089 -0.301 0.17
C 1.399 0.933 0.750 -0.13
O 0.979 -0.331 1.250 -0.15
C 2.019 -1.086 1.849 -0.33
C 1.512 -1.669 3.157 -0.08
C 0.119 -2.238 3.062 -0.23
O -0.268 -3.088 3.837 0.05
C 2.534 -2.195 0.898 -0.08
C 1.755 -2.242 -0.397 -0.19
F 2.431 -3.033 -1.315 -0.05
H 5.623 4.099 5.146 0.06
H 5.649 4.158 6.880 0.07
H 4.711 2.912 6.051 0.08
H 3.787 5.460 6.940 0.11
H 3.910 5.592 5.198 0.11
H 1.571 4.856 4.250 0.13
H 2.991 3.862 3.976 0.12
H 1.595 2.156 3.672 0.10
H 1.524 2.146 5.442 0.13
H -1.520 3.875 3.436 0.13
H 0.104 4.059 2.855 0.12
H -0.151 1.356 2.704 0.14
H -2.246 0.636 2.057 0.13
H -2.648 1.846 3.228 0.14
H -2.778 0.961 -0.098 0.13
H -4.320 1.044 0.765 0.14
H -3.615 4.340 -0.018 0.12
H -4.797 4.163 -1.273 0.12
H -6.462 4.086 0.207 0.10
H -5.784 2.700 1.013 0.11
H -4.414 4.377 2.070 0.07
H -0.608 0.913 -0.015 0.15
H -0.379 2.487 -1.731 0.13
H 1.154 1.711 -1.711 0.12
H 1.580 3.748 0.144 0.11
H 0.529 4.495 -1.054 0.14
H 1.845 1.519 1.550 0.12
H 2.140 0.761 -0.028 0.13
H 2.858 -0.424 2.055 0.14
H 1.509 -0.908 3.934 0.13
H 2.153 -2.471 3.496 0.13
H -0.566 -1.874 2.283 0.13
H 2.456 -3.163 1.377 0.12
H 3.582 -2.057 0.656 0.12
H 0.779 -2.687 -0.244 0.12
H 1.638 -1.264 -0.844 0.10
C 3.382 -4.073 -3.844 -0.01
C 3.278 -5.215 -4.818 -0.32
C 2.638 -4.868 -6.140 -0.09
O 2.011 -6.106 -6.516 0.06
C 1.747 -6.789 -5.376 -0.60
O 1.056 -7.751 -5.310 0.16
O 2.360 -6.212 -4.320 0.06
H 3.788 -4.413 -2.893 0.07
H 4.024 -3.282 -4.232 0.10
H 2.396 -3.660 -3.638 0.08
H 4.248 -5.700 -4.966 0.16
H 3.348 -4.550 -6.899 0.14
H 1.858 -4.110 -6.031 0.13
C 4.691 -9.635 -1.297 -0.02
C 3.927 -8.470 -0.722 -0.32
C 3.588 -7.377 -1.708 -0.10
O 3.539 -6.216 -0.864 0.06
C 4.351 -6.442 0.196 -0.56
O 4.684 -5.616 0.978 0.16
O 4.726 -7.744 0.235 0.08
H 4.943 -10.352 -0.516 0.09
H 4.096 -10.142 -2.056 0.09
H 5.626 -9.298 -1.745 0.09
H 3.029 -8.819 -0.206 0.16
H 2.638 -7.522 -2.210 0.13
H 4.372 -7.228 -2.455 0.14
C -1.211 -5.465 -4.991 0.00
C -1.790 -4.276 -4.267 -0.31
C -2.097 -3.074 -5.129 -0.09
O -1.930 -1.986 -4.207 0.07
C -1.048 -2.385 -3.258 -0.56
O -0.539 -1.666 -2.464 0.16
O -0.824 -3.717 -3.352 0.08
H -0.962 -6.255 -4.287 0.09
H -1.910 -5.862 -5.726 0.10
H -0.292 -5.178 -5.500 0.07
H -2.668 -4.570 -3.685 0.16
H -3.104 -3.076 -5.536 0.14
H -1.377 -2.950 -5.943 0.14
C -9.922 5.148 0.718 -0.02
C -10.137 3.656 0.743 -0.33
C -10.797 3.125 1.995 -0.09
O -10.267 1.795 2.078 0.07
C -9.059 1.797 1.462 -0.56
O -8.269 0.917 1.518 0.17
O -8.882 2.953 0.775 0.07
H -9.393 5.443 -0.188 0.09
H -10.877 5.672 0.749 0.09
H -9.315 5.462 1.567 0.09
H -10.677 3.331 -0.151 0.16
H -11.882 3.097 1.936 0.14
H -10.496 3.675 2.890 0.14
```

The value obtained for the highest occupied orbital energy is -9.47 eV. Its total charge is 0. Its spin multiplicity is 1.

Below is C39H61BiBr2F6N4OPS as an isolated structure, with properties calculated with ωB97M-V/def2-TZVPD.

The geometry in XYZ format:
```
116
Properties=species:S:1:pos:R:3:lowdin_charge:R:1
Bi -0.892 0.406 0.042 1.87
Br -1.105 -3.900 2.425 0.63
C 0.757 -4.410 2.447 -1.03
Br 1.650 -4.208 0.754 0.60
H 0.802 -5.449 2.725 0.00
H 1.259 -3.766 3.151 -0.03
C -0.920 -2.558 -1.125 -0.16
N -1.881 -1.470 -1.417 -0.38
C -1.896 -1.166 -2.867 -0.07
C -3.228 -1.804 -0.917 -0.18
C -3.981 -0.540 -0.571 -0.18
N -3.314 0.221 0.518 -0.35
C -3.939 1.573 0.611 -0.05
C -3.497 -0.485 1.814 -0.06
H -1.206 -3.485 -1.635 0.11
H -0.885 -2.745 -0.048 -0.01
H 0.076 -2.263 -1.452 0.04
H -1.951 -2.094 -3.451 0.10
H -0.994 -0.620 -3.148 0.06
H -2.761 -0.555 -3.121 0.08
H -3.124 -2.440 -0.036 0.11
H -3.792 -2.373 -1.663 0.14
H -5.004 -0.784 -0.273 0.14
H -4.043 0.106 -1.446 0.10
H -4.969 1.476 0.968 0.11
H -3.941 2.049 -0.368 0.08
H -3.368 2.193 1.294 0.08
H -4.532 -0.826 1.900 0.11
H -3.288 0.203 2.630 0.10
H -2.827 -1.339 1.904 0.05
F -0.144 1.597 7.000 0.13
C -0.368 1.669 5.691 -0.15
C -0.573 2.894 5.082 -0.15
F -0.557 4.002 5.814 0.14
C -0.787 2.967 3.725 -0.14
F -0.970 4.164 3.167 0.12
C -0.825 1.829 2.911 -0.28
O -1.038 1.958 1.594 -0.32
C -0.633 0.622 3.565 -0.22
F -0.707 -0.518 2.845 -0.08
C -0.403 0.531 4.924 -0.16
F -0.220 -0.660 5.485 0.13
C 5.003 0.710 4.882 -0.06
N 3.805 0.441 4.102 -0.05
C 3.568 -0.682 3.421 -0.89
N 4.524 -1.628 3.515 0.12
S 2.153 -0.919 2.524 0.65
H 4.937 1.716 5.284 0.09
H 5.901 0.657 4.263 0.09
H 5.103 0.017 5.720 0.09
H 3.073 1.125 4.055 0.12
H 5.408 -1.457 3.965 0.09
H 4.436 -2.426 2.915 0.09
F -1.092 5.462 -3.715 0.09
C -1.107 4.374 -2.942 -0.28
C -0.144 4.243 -1.962 0.00
C -0.154 3.102 -1.175 -0.14
C -1.121 2.111 -1.358 -0.37
C -2.090 2.290 -2.347 -0.13
C -2.089 3.424 -3.149 0.01
H 0.597 5.023 -1.826 0.13
H 0.603 3.002 -0.393 0.09
H -2.872 1.555 -2.515 0.07
H -2.837 3.579 -3.919 0.13
C 2.700 2.347 -6.109 -0.19
C 3.032 3.050 -4.773 -0.17
C 2.472 2.279 -3.568 -0.22
C 2.619 0.769 -3.786 -0.44
C 1.707 0.340 -4.971 -0.20
C 1.446 1.491 -5.957 -0.20
P 2.185 -0.177 -2.264 1.10
C 3.527 0.208 -1.038 -0.43
C 3.125 1.394 -0.135 -0.26
C 4.272 1.722 0.819 -0.20
C 5.484 2.288 0.047 -0.18
C 5.496 1.819 -1.417 -0.19
C 4.982 0.383 -1.562 -0.18
C 2.590 -1.946 -2.687 -0.45
C 1.590 -2.638 -3.634 -0.23
C 1.665 -4.162 -3.436 -0.18
C 3.123 -4.622 -3.201 -0.19
C 4.097 -3.648 -3.860 -0.19
C 4.014 -2.252 -3.197 -0.19
H 3.532 1.703 -6.413 0.11
H 2.569 3.083 -6.902 0.11
H 2.623 4.063 -4.770 0.11
H 4.116 3.147 -4.666 0.11
H 1.414 2.507 -3.429 0.09
H 2.983 2.605 -2.663 0.07
H 3.661 0.558 -4.042 0.10
H 0.747 -0.034 -4.595 0.08
H 2.180 -0.485 -5.508 0.10
H 0.625 2.120 -5.595 0.11
H 1.130 1.086 -6.919 0.11
H 3.493 -0.675 -0.389 0.09
H 2.228 1.132 0.431 0.04
H 2.891 2.286 -0.731 0.09
H 4.552 0.798 1.334 0.09
H 3.945 2.428 1.586 0.11
H 6.408 1.975 0.538 0.11
H 5.470 3.379 0.077 0.11
H 6.509 1.878 -1.818 0.11
H 4.887 2.491 -2.028 0.09
H 5.643 -0.278 -0.991 0.12
H 5.077 0.077 -2.602 0.08
H 2.478 -2.418 -1.701 0.07
H 1.850 -2.393 -4.666 0.10
H 0.572 -2.283 -3.489 0.06
H 1.250 -4.662 -4.315 0.11
H 1.048 -4.456 -2.579 0.08
H 3.267 -5.631 -3.589 0.11
H 3.337 -4.667 -2.127 0.10
H 3.866 -3.576 -4.927 0.11
H 5.119 -4.024 -3.791 0.11
H 4.332 -1.496 -3.919 0.10
H 4.715 -2.216 -2.359 0.11
```

The value obtained for the highest occupied orbital energy is -10.52 eV. Its total charge is +1. Its spin multiplicity is 1.

Below is C39H62As2BN7O12SV as an isolated structure, with properties calculated with ωB97M-V/def2-TZVPD.

The geometry in XYZ format:
```
125
Properties=species:S:1:pos:R:3:mulliken_spin:R:1
V 0.114 1.666 0.948 1.13
C -5.012 2.724 0.372 0.00
C -3.822 1.952 0.010 -0.01
C -3.716 0.822 -0.745 0.00
C -2.391 0.393 -0.620 -0.01
N -1.714 1.281 0.186 -0.06
N -2.618 2.204 0.569 -0.01
B -2.307 3.359 1.541 0.02
N -1.620 2.667 2.805 0.01
N -0.668 1.659 2.671 -0.02
C -0.349 1.263 3.965 -0.01
C -1.061 2.099 4.862 -0.01
C -1.822 2.950 4.083 0.00
C -2.911 3.781 4.574 0.00
C 0.486 -0.022 4.302 0.01
C 0.340 -0.167 5.836 0.00
C 1.930 0.057 3.964 0.00
C -0.251 -1.220 3.690 -0.01
N -1.324 4.211 0.747 -0.01
N -0.283 3.548 0.137 -0.07
C 0.229 4.362 -0.822 0.01
C -0.528 5.593 -0.791 0.00
C -1.459 5.429 0.221 0.00
C -2.420 6.367 0.794 0.00
C 1.289 3.866 -1.732 0.00
C 1.207 2.333 -1.767 0.03
C 2.638 4.389 -1.371 0.00
C 0.887 4.474 -3.097 0.00
C -1.963 -0.981 -1.173 0.00
C -0.768 -0.804 -2.136 0.01
C -1.647 -2.012 -0.034 0.00
C -3.117 -1.544 -1.964 0.00
H -5.883 2.308 -0.076 0.00
H -4.937 3.784 0.044 0.00
H -5.212 2.681 1.436 0.00
H -4.403 0.474 -1.460 0.00
H -3.395 3.832 1.884 0.00
H -1.074 2.107 5.970 0.00
H -2.786 4.003 5.615 0.00
H -3.881 3.288 4.512 0.00
H -2.898 4.826 4.130 0.00
H 0.844 0.664 6.296 0.00
H 0.864 -1.066 6.221 0.00
H -0.650 -0.170 6.155 0.00
H 2.429 0.870 4.550 0.00
H 2.150 0.141 2.874 0.00
H 2.374 -0.878 4.291 0.00
H -1.281 -1.289 4.025 0.00
H 0.248 -2.220 3.948 0.00
H -0.420 -1.171 2.625 0.01
H -0.415 6.512 -1.334 0.00
H -3.405 6.128 0.481 0.00
H -2.243 7.388 0.395 0.00
H -2.505 6.285 1.846 0.00
H 1.715 1.838 -0.912 0.00
H 1.931 1.968 -2.563 0.00
H 0.176 1.986 -1.921 0.00
H 3.046 3.936 -0.487 0.00
H 2.551 5.485 -1.306 0.00
H 3.368 4.133 -2.187 0.00
H -0.203 4.382 -3.181 0.00
H 1.280 3.907 -3.918 0.00
H 1.077 5.558 -3.138 0.00
H -0.473 -1.814 -2.334 0.00
H -1.115 -0.514 -3.094 0.00
H 0.075 -0.243 -1.771 0.00
H -0.677 -1.828 0.415 0.00
H -1.727 -3.012 -0.494 0.00
H -2.393 -1.959 0.757 0.00
H -3.402 -0.886 -2.815 0.00
H -4.078 -1.664 -1.378 0.00
H -2.920 -2.567 -2.319 0.00
O -4.119 0.485 3.165 0.00
H -4.763 0.065 3.747 0.00
H -3.743 -0.232 2.683 0.00
O -3.276 1.791 -3.978 0.00
H -3.000 2.166 -4.824 0.00
H -4.185 1.752 -4.130 0.00
O 0.397 -0.040 0.616 -0.03
O 1.755 -0.235 0.072 0.03
S 3.275 3.468 3.639 0.00
C 2.548 2.843 2.419 0.01
N 1.826 2.407 1.554 -0.01
C 1.872 -0.157 -4.756 0.00
O 3.178 -0.077 -4.122 0.00
C 3.447 -0.526 -2.897 0.00
O 4.069 0.200 -2.151 0.00
C 2.682 -1.726 -2.297 0.00
C 2.416 -2.832 -3.019 0.00
As 1.129 -4.255 -2.727 0.00
C 2.559 -5.624 -2.721 0.00
C 1.082 -4.209 -0.810 0.00
C 1.357 -3.249 0.105 0.00
As 2.433 -1.773 -0.350 -0.01
C 4.026 -1.570 0.695 0.00
C 1.089 -3.459 1.525 0.00
O 1.882 -2.988 2.327 0.00
O 0.074 -4.287 1.750 0.00
C 0.140 -5.138 2.908 0.00
C 0.563 -5.576 -0.387 0.00
O 1.251 -6.402 0.161 0.00
O -0.724 -5.783 -0.617 0.00
C -1.123 -7.111 -0.302 0.00
C 3.059 -3.061 -4.394 0.00
O 2.442 -3.639 -5.292 0.00
O 4.286 -2.618 -4.502 0.00
C 5.015 -2.901 -5.680 0.00
H 1.958 -0.445 -5.788 0.00
H 1.509 0.842 -4.651 0.00
H 1.138 -0.818 -4.271 0.00
H 2.816 -5.888 -3.757 0.00
H 2.104 -6.558 -2.342 0.00
H 3.351 -5.317 -2.079 0.00
H 3.897 -2.248 1.526 0.00
H 3.811 -0.557 1.027 0.00
H 4.975 -1.583 0.137 0.00
H -0.767 -5.747 2.775 0.00
H -0.042 -4.534 3.784 0.00
H 1.120 -5.773 2.930 0.00
H -0.694 -7.345 0.674 0.00
H -0.700 -7.842 -1.040 0.00
H -2.176 -7.039 -0.322 0.00
H 5.815 -2.196 -5.602 0.00
H 4.415 -2.657 -6.567 0.00
H 5.452 -3.906 -5.647 0.00
```

The value obtained for the highest occupied orbital energy (alpha / beta) is -13.23 / -13.31 eV. Its total charge is +2. Its spin multiplicity is 2.

Computed max |F|, in the same sequence as the records: 3.03 1.41 0.45 2.89 eV/A.